Molecular formula: C18H22BrF4N5O2Tc
Method: DFT, ωB97M-V/def2-TZVPD

Its electronic energy is -4177.0594 Ha. Its HOMO-LUMO gap (alpha / beta) is 8.4 / 6.7 eV. The multiplicity is 4. The total charge is +2.

CARTESIAN COORDINATES (ANGSTROEM)
Tc 0.02 -0.01 0.51
C -1.78 -2.26 2.64
C -1.90 -2.42 1.14
N -1.87 -1.15 0.30
C -3.16 -0.42 0.57
C -3.27 0.99 0.03
C -1.88 -1.61 -1.14
C -0.45 -1.84 -1.63
N 0.24 -0.57 -1.34
C 0.24 0.42 -2.33
C -0.15 1.70 -1.96
F -0.57 1.82 -0.63
C -0.17 2.78 -2.80
F -0.57 3.96 -2.34
C 0.22 2.60 -4.11
C 0.61 1.34 -4.52
F 1.00 1.14 -5.77
C 0.63 0.25 -3.65
F 1.05 -0.93 -4.08
H -1.95 -3.23 3.09
H -2.54 -1.60 3.07
H -0.78 -1.95 2.95
H -2.86 -2.90 0.90
H -1.11 -3.07 0.78
H -3.30 -0.40 1.65
H -3.96 -1.05 0.16
H -2.63 1.69 0.56
H -4.29 1.33 0.17
H -3.06 1.06 -1.04
H -2.33 -0.82 -1.74
H -2.50 -2.50 -1.23
H -0.43 -2.08 -2.69
H 0.04 -2.64 -1.08
H 0.22 3.43 -4.81
Br 1.71 3.31 0.62
C 2.74 1.73 0.65
C 4.12 1.83 0.66
C 4.88 0.69 0.79
C 4.23 -0.54 0.95
C 2.86 -0.55 0.92
N 2.10 0.56 0.74
C 2.10 -1.82 1.17
O 2.59 -2.88 1.36
O 0.75 -1.61 1.18
H 4.58 2.81 0.58
H 5.96 0.74 0.80
H 4.76 -1.47 1.11
N 0.70 0.87 3.40
N -0.45 0.79 2.54
H 0.40 1.10 4.34
H 1.27 1.64 3.07
H -1.00 1.65 2.55
H -1.05 0.07 2.95


Molecular formula: C50H45N8P2ReS
Method: DFT, ωB97M-V/def2-TZVPD

Its electronic energy is -3528.6607 Ha. Its HOMO-LUMO gap (alpha / beta) is 4.4 / 2.6 eV. The multiplicity is 2. The value obtained for the energy relative to the best compared isomer or geometry (same formula, charge and spin) is 50.6 kcal per mole. The total charge is +3.

CARTESIAN COORDINATES (ANGSTROEM)
Re -0.91 -0.98 0.91
N -3.88 1.91 3.30
C -3.08 0.96 2.85
S -3.54 0.02 1.50
N -1.95 0.75 3.50
N -1.13 -0.18 3.04
C -0.24 -0.59 3.88
C 0.66 -1.62 3.47
C 1.51 -2.26 4.35
C 2.16 -3.41 3.95
C 1.91 -3.91 2.68
C 1.10 -3.19 1.83
N 0.52 -2.03 2.18
H -4.80 2.03 2.90
H -3.66 2.41 4.15
H -0.27 -0.25 4.91
H 1.63 -1.86 5.35
H 2.84 -3.93 4.63
H 2.34 -4.85 2.35
H 0.88 -3.56 0.85
C -3.57 0.96 -4.06
C -4.51 0.32 -3.27
C -4.12 -0.40 -2.16
C -2.77 -0.47 -1.81
C -1.83 0.18 -2.60
C -2.22 0.88 -3.72
N -2.39 -1.26 -0.66
N -3.15 -2.25 -0.54
C -3.02 -3.03 0.58
C -3.93 -4.07 0.76
C -3.86 -4.82 1.92
C -2.88 -4.51 2.85
C -2.00 -3.47 2.59
N -2.05 -2.74 1.48
H -3.88 1.51 -4.94
H -5.56 0.37 -3.53
H -4.85 -0.90 -1.53
H -0.79 0.08 -2.37
H -1.47 1.35 -4.35
H -4.68 -4.24 0.00
H -4.55 -5.64 2.10
H -2.80 -5.06 3.78
H -1.24 -3.23 3.32
C 0.20 2.07 -1.01
N 1.38 1.53 -1.64
C 1.93 0.29 -1.16
P 0.92 -1.23 -0.79
C 0.43 -1.95 -2.37
C 0.83 -1.42 -3.59
C 0.37 -1.98 -4.77
C -0.49 -3.07 -4.74
C -0.87 -3.62 -3.52
C -0.42 -3.06 -2.34
C 2.44 -2.16 -0.35
C 3.27 -1.69 0.68
C 4.51 -2.28 0.89
C 4.92 -3.35 0.11
C 4.09 -3.84 -0.89
C 2.85 -3.25 -1.12
C 2.22 2.40 -2.34
C 1.67 3.51 -3.02
C 2.49 4.39 -3.69
C 3.86 4.19 -3.73
C 4.42 3.10 -3.07
C 3.62 2.21 -2.38
P -0.21 1.53 0.72
C -1.55 2.76 0.90
C -2.67 2.66 0.06
C -3.63 3.66 0.07
C -3.50 4.76 0.90
C -2.40 4.86 1.74
C -1.42 3.87 1.74
C 1.14 2.26 1.71
C 1.09 2.19 3.11
C 1.98 2.92 3.88
C 2.93 3.73 3.28
C 2.99 3.80 1.89
C 2.11 3.06 1.11
H -0.71 1.85 -1.57
H 0.27 3.16 -0.96
H 2.46 0.46 -0.21
H 2.66 -0.07 -1.88
H 1.49 -0.56 -3.64
H 0.68 -1.56 -5.72
H -0.87 -3.49 -5.66
H -1.53 -4.48 -3.49
H -0.72 -3.48 -1.38
H 2.95 -0.87 1.32
H 5.15 -1.89 1.67
H 5.89 -3.79 0.27
H 4.41 -4.67 -1.50
H 2.22 -3.64 -1.91
H 0.60 3.65 -3.04
H 2.05 5.24 -4.20
H 4.50 4.88 -4.27
H 5.50 2.95 -3.07
H 4.10 1.41 -1.83
H -2.79 1.81 -0.59
H -4.49 3.57 -0.59
H -4.25 5.54 0.89
H -2.28 5.71 2.39
H -0.57 3.97 2.39
H 0.32 1.62 3.61
H 1.92 2.87 4.96
H 3.61 4.33 3.88
H 3.72 4.43 1.41
H 2.19 3.15 0.04


Molecular formula: C7H12ClN2
Method: DFT, ωB97M-V/def2-TZVPD

Its electronic energy is -843.3097 Ha. Its HOMO-LUMO gap is 9.5 eV. The value obtained for the energy relative to the best compared isomer or geometry (same formula, charge and spin) is 30.1 kcal per mole. As for the SMILES: C[C@@H](Cl)C1=CC=N[C@@]1(C)[NH3+]. The total charge is +1.

CARTESIAN COORDINATES (ANGSTROEM)
C -1.96 1.02 1.51
C -1.50 -0.31 0.83
Cl -2.31 -0.27 -0.78
C -0.09 -0.39 0.65
C 0.84 -1.01 1.39
C 2.16 -1.01 0.77
N 2.10 -0.45 -0.40
C 0.85 -0.05 -0.75
C 0.82 1.47 -1.09
N 0.37 -0.95 -1.93
H -1.74 1.80 0.73
H -1.51 1.33 2.42
H -3.07 0.78 1.76
H -1.99 -1.04 1.33
H 0.77 -1.47 2.39
H 3.02 -1.35 1.24
H -0.20 1.81 -0.96
H 1.18 1.56 -2.22
H 1.46 2.03 -0.44
H 1.07 -1.32 -2.60
H -0.29 -0.44 -2.46
H -0.01 -1.75 -1.37


Molecular formula: C2H5NO2S
Method: DFT, ωB97M-V/def2-TZVPD

Its electronic energy is -682.5006 Ha. Its HOMO-LUMO gap is 9.9 eV. The value obtained for the energy relative to the best compared isomer or geometry (same formula, charge and spin) is 87.2 kcal per mole. As for the SMILES: C[C@H](S)[N+](=O)[O-].

CARTESIAN COORDINATES (ANGSTROEM)
C 1.15 -0.38 0.05
C -0.20 0.07 -0.60
S -0.32 1.83 0.02
N -1.43 -0.59 -0.10
O -1.34 -1.11 0.99
O -2.37 -0.50 -0.82
H 1.46 -1.32 -0.16
H 1.12 -0.21 1.20
H 1.94 0.39 -0.22
H -0.11 0.28 -1.62
H 0.11 1.55 1.26


Molecular formula: C7H19LuNOP
Method: DFT, ωB97M-V/def2-TZVPD

Its electronic energy is -1983.9925 Ha. Its HOMO-LUMO gap is 4.1 eV. The total charge is +2.

CARTESIAN COORDINATES (ANGSTROEM)
C -2.31 2.55 -0.90
C -1.96 1.48 0.11
O -2.38 1.58 1.25
N -1.15 0.43 -0.32
C -1.29 0.06 -1.74
C -1.11 -0.70 0.65
C -0.32 -0.47 1.94
C 1.21 -0.59 1.95
C 2.02 -0.14 0.82
P 2.36 -1.78 -0.59
H -3.29 2.35 -1.34
H -2.33 3.52 -0.39
H -1.63 2.60 -1.76
H -2.31 0.18 -2.12
H -0.58 0.63 -2.36
H -1.00 -0.99 -1.87
H -0.74 -1.58 0.10
H -2.14 -0.92 0.94
H -0.61 0.50 2.35
H -0.69 -1.21 2.65
H 1.54 -1.59 2.29
H 1.63 0.09 2.72
H 3.08 0.05 1.01
H 1.59 0.59 0.13
H 1.23 -2.53 -0.08
H 3.23 -2.35 0.45
H 3.45 -0.93 -1.06
H 1.44 -1.10 -1.53
H 2.75 -2.80 -1.54
Lu 0.30 3.08 -1.78


Molecular formula: C21H30CoN6OS2Se
Method: DFT, ωB97M-V/def2-TZVPD

Its electronic energy is -5802.6871 Ha. Its HOMO-LUMO gap (alpha / beta) is 6.9 / 7.2 eV. The multiplicity is 2. The value obtained for the energy relative to the best compared isomer or geometry (same formula, charge and spin) is 0.0 kcal per mole.

CARTESIAN COORDINATES (ANGSTROEM)
Co -0.80 -0.40 0.27
C -0.45 -2.48 5.43
C 0.10 -3.41 4.36
N 1.14 -2.77 3.55
C 2.51 -2.90 4.05
C 3.22 -4.11 3.46
C 0.88 -2.07 2.44
S -0.77 -1.90 1.97
N 1.97 -1.58 1.82
C 1.97 -1.02 0.63
O 1.01 -0.81 -0.16
C 3.31 -0.59 0.13
C 4.47 -1.24 0.51
C 5.70 -0.83 0.00
C 5.76 0.25 -0.87
C 4.60 0.93 -1.23
C 3.38 0.51 -0.73
H -1.20 -3.00 6.02
H -0.91 -1.60 4.97
H 0.34 -2.13 6.10
H -0.69 -3.75 3.70
H 0.55 -4.29 4.81
H 2.44 -3.00 5.14
H 3.05 -1.99 3.83
H 2.67 -5.03 3.67
H 4.22 -4.21 3.87
H 3.29 -4.00 2.37
H 4.41 -2.08 1.19
H 6.60 -1.35 0.28
H 6.72 0.58 -1.26
H 4.66 1.79 -1.88
H 2.47 1.04 -0.97
S -1.46 0.16 -2.01
C -0.33 -0.32 -3.19
N 0.88 -0.76 -2.89
C 1.89 -1.12 -3.88
C 1.66 -0.31 -5.14
C 0.23 -0.48 -5.60
N -0.67 -0.20 -4.49
H 1.10 -0.81 -1.89
H 1.84 -2.19 -4.10
H 2.87 -0.91 -3.44
H 2.35 -0.63 -5.93
H 1.86 0.75 -4.93
H 0.07 -1.50 -5.96
H -0.01 0.20 -6.41
H -1.60 0.14 -4.66
Se -0.21 1.99 0.95
C -0.14 1.63 2.82
C 1.02 1.17 3.44
C 1.00 0.86 4.79
N -0.08 0.99 5.57
C -1.18 1.46 4.99
C -1.26 1.79 3.64
H 1.93 1.04 2.87
H 1.90 0.49 5.28
H -2.05 1.58 5.62
H -2.18 2.18 3.24
N -2.68 0.04 0.74
H -2.89 0.97 0.38
H -2.71 0.12 1.76
H -3.40 -0.61 0.45


Molecular formula: C3H12N3O
Method: DFT, ωB97M-V/def2-TZVPD

Its electronic energy is -360.7858 Ha. Its HOMO-LUMO gap is 11.6 eV. The value obtained for the energy relative to the best compared isomer or geometry (same formula, charge and spin) is 30.7 kcal per mole. The total charge is +1.

CARTESIAN COORDINATES (ANGSTROEM)
C -0.79 -1.92 2.46
C -0.02 -0.75 0.44
N 0.46 -0.94 -0.82
N 0.08 -1.79 1.29
N -0.73 0.31 0.70
H 1.17 -1.66 -0.80
H 0.53 -0.13 -1.41
H 0.44 -2.65 0.90
H -1.22 0.40 1.58
H -1.17 0.96 0.07
H -0.30 -2.81 2.89
H -1.81 -2.25 2.22
H -0.83 -1.12 3.19
C 1.03 2.49 -2.15
O -0.05 1.61 -1.86
H -0.86 2.06 -2.11
H 0.72 3.41 -2.67
H 1.80 1.98 -2.74
H 1.54 2.79 -1.21


Molecular formula: C9H16N3O4S
Method: DFT, ωB97M-V/def2-TZVPD

Its electronic energy is -1216.0598 Ha. Its HOMO-LUMO gap is 7.0 eV. The value obtained for the energy relative to the best compared isomer or geometry (same formula, charge and spin) is 10.2 kcal per mole. As for the SMILES: CNC(=O)[C@@H](CO)NC(=O)[C@H](C[S-])NC(C)=O. The total charge is -1.

CARTESIAN COORDINATES (ANGSTROEM)
C 2.21 3.68 -0.25
N 1.37 3.58 -1.47
C 0.13 3.12 -1.60
O -0.38 3.22 -2.72
C -0.67 2.55 -0.42
C -2.04 2.01 -0.83
O -1.99 0.72 -1.41
N -0.03 1.60 0.50
C 0.67 0.49 0.19
O 0.79 0.14 -0.99
C 1.22 -0.32 1.40
C 2.27 0.42 2.25
S 1.50 1.82 3.11
N 1.85 -1.57 0.95
C 1.18 -2.59 0.45
C 1.98 -3.58 -0.32
O -0.06 -2.74 0.56
H 1.62 3.68 0.65
H 2.80 4.56 -0.31
H 2.83 2.81 -0.25
H 1.77 4.00 -2.31
H -0.95 3.45 0.19
H -2.56 2.72 -1.52
H -2.65 1.98 0.08
H -1.16 0.27 -1.12
H 0.06 1.87 1.49
H 0.40 -0.57 2.06
H 3.05 0.74 1.58
H 2.70 -0.23 3.05
H 2.83 -1.49 0.80
H 2.78 -4.08 0.28
H 2.46 -3.06 -1.20
H 1.32 -4.34 -0.74


Across the entries above, largest force on an atom takes the values 0.09 3.77 5.03 4.77 2.78 0.17 2.69 2.94 eV/Å, respectively.